DFT (the ωB97M-V functional and the def2-TZVPD basis) results for a structure of composition C6H14N2.

Output
ΔE to the lowest compared entry with this formula, charge and spin in kcal per mole: 72.9
Calculated total energy in Eh: -346.4109
HOMO level in eV: -8.370
Frontier orbital gap in eV: 9.166
Max |F| in eV/A: 4.98

Element x y z (Å)
C  -0.60  -1.85  -0.48
C  -1.07  -0.79  -1.45
C  -0.45  0.64  -1.28
N  1.53  0.51  0.67
C  0.36  1.34  0.94
C  -0.72  1.19  0.10
C  0.32  1.97  2.32
N  0.47  -2.74  -0.98
H  -0.31  -1.32  0.44
H  -1.49  -2.46  -0.32
H  -2.12  -0.56  -1.21
H  -1.12  -1.11  -2.49
H  0.59  0.61  -1.59
H  -1.03  1.25  -1.99
H  1.44  1.50  0.11
H  2.27  0.71  1.34
H  -1.62  1.78  0.16
H  0.90  1.31  2.97
H  -0.70  1.94  2.71
H  0.79  2.94  2.32
H  1.31  -2.19  -1.01
H  0.62  -3.35  -0.19